one | A cluster of 3 separate species, C2H3N3S in total. Source: the OMol25 dataset; level of theory: the ωB97M-V functional and the def2-TZVPD basis.

Each line ends with the natural charge from an NBO analysis.
Geometry (Å):
C -0.323 -0.237 0.906  -0.14
C -1.293 0.468 0.063  0.19
N -1.588 1.522 -0.480  -0.62
N 0.833 -0.833 1.019  0.03
N 1.790 -1.512 1.077  0.04
S -2.019 -1.089 0.495  0.13
H 2.622 0.465 -1.157  0.01
H -2.310 1.493 -1.167  0.37
H 2.288 -0.276 -0.756  -0.03

As for the charge: 0. The value obtained for the HOMO energy is -8.825 eV. Its HOMO-LUMO gap is 7.503 eV.

two | An isolated molecule of C2H3N3S. Source: the OMol25 dataset; level of theory: the ωB97M-V functional and the def2-TZVPD basis.

Each line ends with the natural charge from an NBO analysis.
Geometry (Å):
C -0.636 -1.555 0.983  -0.35
C 0.686 -1.263 0.779  0.18
N 0.958 -0.307 -0.065  -0.42
N -0.137 0.388 -0.439  0.02
N 0.101 1.309 -1.243  -0.36
S -1.117 -2.625 -0.204  -0.06
H -1.159 -1.497 1.927  0.24
H 1.880 -0.084 -0.449  0.41
H -0.757 1.800 -1.494  0.34

As for the charge: 0. The value obtained for the HOMO energy is -8.587 eV. Its HOMO-LUMO gap is 8.192 eV.

Stability verdict: two, ahead by 23.4 kcal/mol

one | A structure of composition CH3BrOS. Source: the OMol25 dataset; level of theory: the ωB97M-V functional and the def2-TZVPD basis.

Each line ends with the natural charge from an NBO analysis.
Geometry (Å):
C -0.225 0.324 -0.032  -0.16
O -0.756 1.437 -0.262  -0.44
S -3.727 1.225 -0.002  -0.14
Br -3.142 -0.704 0.051  0.21
H 0.589 0.323 0.848  0.18
H 0.073 -0.347 -0.953  0.16
H -1.218 -0.274 0.389  0.20

As for the charge: 0. The value obtained for the HOMO energy (alpha / beta) is -9.001 / -8.990 eV. Its HOMO-LUMO gap (alpha / beta) is 6.226 / 6.224 eV.

two | A cluster of 2 separate species, CH3BrOS in total. Source: the OMol25 dataset; level of theory: the ωB97M-V functional and the def2-TZVPD basis.

Each line ends with the natural charge from an NBO analysis.
Geometry (Å):
C -0.756 0.931 0.168  -0.26
O -0.324 -0.209 -0.502  -0.62
S 1.150 -0.356 -1.215  0.29
Br 2.360 -3.910 0.670  -0.01
H -0.370 1.866 -0.368  0.19
H -0.185 0.825 1.105  0.20
H -1.874 0.854 0.143  0.21

As for the charge: 0. The value obtained for the HOMO energy (alpha / beta) is -9.432 / -9.098 eV. Its HOMO-LUMO gap (alpha / beta) is 5.934 / 7.426 eV.

Stability verdict: two, ahead by 31.9 kcal/mol

one | An isolated molecule of C6H10N2O. Source: the OMol25 dataset; level of theory: the ωB97M-V functional and the def2-TZVPD basis.

Each line ends with the natural charge from an NBO analysis.
Geometry (Å):
H 0.430 -1.489 2.512  0.35
N -0.050 -0.619 2.736  -0.61
C -0.413 0.036 1.734  0.45
C -1.414 1.043 1.376  -0.31
N -0.863 0.098 0.402  -0.45
C 0.091 0.437 -0.616  0.35
C -0.515 0.029 -1.958  -0.61
O 0.517 1.773 -0.688  -0.72
C 1.372 -0.392 -0.248  -0.19
C 1.441 -1.711 -0.149  -0.40
H -2.461 0.867 1.589  0.21
H -1.120 2.090 1.377  0.20
H 0.202 0.212 -2.755  0.22
H -1.423 0.607 -2.132  0.21
H -0.781 -1.024 -1.947  0.22
H -0.231 2.381 -0.691  0.47
H 2.277 0.188 -0.365  0.21
H 0.555 -2.297 0.037  0.20
H 2.385 -2.229 -0.212  0.21

As for the charge: 0. The value obtained for the HOMO energy is -9.216 eV. Its HOMO-LUMO gap is 9.993 eV. As for the SMILES: [H]/N=C1/CN1[C@@](C)(O)C=C.

two | A structure of composition C6H10N2O. Source: the OMol25 dataset; level of theory: the ωB97M-V functional and the def2-TZVPD basis.

Each line ends with the natural charge from an NBO analysis.
Geometry (Å):
C -0.256 -2.443 -1.154  -0.28
C 0.958 -1.919 -1.333  -0.02
C 0.936 1.658 1.486  0.87
C -0.326 -1.641 0.229  -0.05
C -1.398 -0.663 0.456  -0.62
C 0.034 3.019 -0.393  -0.42
N 0.992 -1.152 -0.119  -0.63
N 0.342 2.305 0.714  -0.53
O 1.572 1.161 2.324  -0.56
H -0.995 -3.009 -1.734  0.21
H 1.742 -2.128 -1.953  0.19
H -0.308 -2.377 1.092  0.19
H -1.207 -0.293 1.506  0.21
H -2.329 -1.126 0.471  0.22
H -1.308 0.239 -0.193  0.22
H -1.067 2.833 -0.608  0.22
H -0.035 4.076 -0.122  0.20
H 0.875 2.921 -1.139  0.22
H 1.776 -1.459 0.471  0.37

As for the charge: 0. The value obtained for the HOMO energy is -8.544 eV. Its HOMO-LUMO gap is 9.400 eV.

Stability verdict: two, ahead by 6.8 kcal/mol